(1)
12
Properties=species:S:1:pos:R:3:lowdin_charge:R:1 method="wB97M-V/def2-TZVPD" relative_energy_kj_mol=607.0 orbital_gap_ev=8.00 homo_energy_ev=-8.05 largest_force_ev_per_a=0.4
O -2.058 1.467 -0.103 0.0419
C -1.512 0.329 0.356 -0.2235
C -0.812 -0.551 -0.368 -0.0520
C 0.832 -1.259 0.694 -0.0388
C 1.737 -0.360 0.088 -0.2835
C 2.544 0.375 -0.445 0.1017
H -1.780 1.603 -1.021 0.1162
H -1.701 0.207 1.419 0.1311
H -0.570 -0.398 -1.416 0.1016
H -0.402 -1.568 0.027 0.0415
H 0.477 -0.887 1.661 0.0445
H 3.245 1.044 -0.891 0.0193

=====

(2)
144
Properties=species:S:1:pos:R:3:lowdin_charge:R:1 method="wB97M-V/def2-TZVPD" relative_energy_kj_mol=253.5 orbital_gap_ev=9.04 homo_energy_ev=-8.69 smiles="COC[C@H](C)N.COC[C@H](C)N.COC[C@H](C)N.COC[C@H](C)N.COC[C@H](C)N.COC[C@H](C)N.COC[C@H](C)N.COC[C@H](C)N.NC(N)=O" largest_force_ev_per_a=2.7
C 3.359 -3.648 1.311 -0.0927
O 4.285 -3.937 2.347 -0.2020
C 3.915 -5.023 3.149 -0.2304
C 3.937 -6.368 2.378 -0.4329
C 3.736 -7.530 3.390 -0.0611
N 5.168 -6.638 1.620 0.0501
H 2.381 -3.728 1.804 0.0880
H 3.280 -4.379 0.496 0.0869
H 3.558 -2.693 0.836 0.0727
H 4.649 -5.112 3.961 0.1287
H 2.981 -4.924 3.718 0.1256
H 3.041 -6.279 1.760 0.1191
H 4.624 -8.051 3.744 0.0718
H 3.212 -8.275 2.785 0.0760
H 3.117 -7.241 4.238 0.0729
H 5.586 -5.723 1.435 0.0665
H 5.796 -7.025 2.320 0.0604
C 6.209 -0.352 -2.777 -0.1233
O 4.929 -0.647 -3.278 -0.1817
C 4.686 0.111 -4.450 -0.2138
C 3.208 0.035 -4.834 -0.4520
C 2.858 0.449 -6.259 -0.0603
N 2.315 0.599 -3.833 0.0547
H 6.426 -0.933 -1.884 0.0694
H 6.254 0.710 -2.513 0.0921
H 7.018 -0.563 -3.486 0.0891
H 4.925 1.169 -4.288 0.1278
H 5.334 -0.280 -5.237 0.1287
H 3.094 -1.062 -4.867 0.1267
H 1.772 0.492 -6.380 0.0722
H 3.219 -0.172 -7.075 0.0774
H 3.173 1.482 -6.443 0.0792
H 1.362 0.527 -4.166 0.0678
H 2.431 0.077 -2.974 0.0564
C 1.040 3.281 2.121 -0.1228
O 0.984 3.767 3.447 -0.2032
C 0.741 5.178 3.446 -0.2002
C 0.852 5.545 4.940 -0.4430
C 0.468 7.015 5.146 -0.0681
N 2.252 5.286 5.313 0.0342
H 1.099 2.193 2.044 0.0613
H 1.734 3.852 1.508 0.0938
H 0.046 3.297 1.637 0.0756
H 1.498 5.765 2.922 0.1270
H -0.266 5.327 3.050 0.1253
H 0.213 4.873 5.521 0.1324
H 0.690 7.229 6.199 0.0692
H -0.598 7.241 5.119 0.0730
H 1.072 7.665 4.517 0.0780
H 2.304 4.272 5.264 0.0681
H 2.413 5.550 6.280 0.0667
C -3.357 0.975 0.801 -0.1181
O -2.168 1.024 0.084 -0.2168
C -1.103 0.251 0.646 -0.1650
C 0.102 0.077 -0.299 -0.4055
C 1.150 -0.783 0.392 -0.0630
N 0.707 1.366 -0.724 0.0845
H -3.979 0.129 0.471 0.0682
H -4.007 1.823 0.560 0.0762
H -3.274 0.950 1.891 0.0975
H -0.823 0.644 1.633 0.1262
H -1.540 -0.734 0.862 0.1190
H -0.325 -0.380 -1.205 0.1206
H 2.143 -0.760 -0.064 0.0674
H 0.784 -1.810 0.428 0.0407
H 1.380 -0.329 1.360 0.0827
H -0.142 1.900 -0.851 0.0214
H 1.086 1.194 -1.651 0.0432
C -7.630 0.251 -2.370 -0.1270
O -8.644 -0.004 -1.436 -0.1852
C -9.055 1.146 -0.716 -0.1978
C -7.982 1.622 0.245 -0.4478
C -7.430 0.466 1.081 -0.0594
N -8.503 2.735 1.050 0.0405
H -8.027 1.007 -3.059 0.0943
H -7.419 -0.636 -2.968 0.0755
H -6.641 0.569 -2.022 0.0743
H -9.217 1.981 -1.411 0.1235
H -10.027 0.944 -0.269 0.1311
H -7.117 2.014 -0.299 0.1128
H -8.247 0.008 1.646 0.0846
H -6.618 0.754 1.754 0.0723
H -6.978 -0.326 0.480 0.0456
H -9.200 2.334 1.673 0.0713
H -7.779 3.122 1.643 0.0692
C 8.423 -1.081 1.745 -0.0845
O 7.305 -0.230 1.982 -0.1864
C 6.121 -0.682 1.389 -0.2280
C 4.901 -0.141 2.120 -0.4340
C 4.878 1.379 2.260 -0.0576
N 4.767 -0.667 3.472 0.0412
H 8.178 -2.103 2.051 0.0842
H 9.205 -0.744 2.420 0.0877
H 8.645 -1.038 0.677 0.0874
H 6.061 -0.386 0.331 0.1113
H 6.038 -1.779 1.391 0.1139
H 4.007 -0.422 1.555 0.1093
H 4.918 1.885 1.292 0.0801
H 5.740 1.733 2.830 0.0770
H 3.992 1.749 2.774 0.0690
H 4.887 -1.683 3.516 0.0568
H 5.621 -0.431 3.985 0.0749
C -5.427 3.222 -3.189 -0.1110
O -4.084 3.529 -2.907 -0.1944
C -3.956 4.336 -1.737 -0.2035
C -2.511 4.704 -1.530 -0.4193
C -1.880 5.448 -2.692 -0.0615
N -1.693 3.489 -1.311 0.0369
H -5.984 4.042 -3.647 0.0947
H -5.917 2.900 -2.257 0.0628
H -5.429 2.302 -3.776 0.0894
H -4.639 5.195 -1.790 0.1278
H -4.375 3.714 -0.935 0.1046
H -2.363 5.292 -0.618 0.1362
H -2.195 6.488 -2.687 0.0789
H -2.046 4.871 -3.606 0.0783
H -0.794 5.361 -2.610 0.0786
H -1.757 3.017 -2.221 0.0801
H -2.079 2.723 -0.744 0.0401
C -2.012 -4.581 0.912 -0.1259
O -1.402 -4.658 -0.344 -0.1852
C -0.398 -3.663 -0.537 -0.1874
C -0.122 -3.711 -2.059 -0.3986
C 1.320 -3.430 -2.488 -0.0529
N -0.956 -2.752 -2.777 0.0452
H -2.649 -5.451 1.077 0.0862
H -2.651 -3.702 1.061 0.0770
H -1.265 -4.607 1.716 0.0861
H -0.835 -2.681 -0.321 0.0921
H 0.429 -3.879 0.151 0.1104
H -0.394 -4.730 -2.339 0.1308
H 1.968 -4.302 -2.385 0.0762
H 1.677 -2.628 -1.835 0.0601
H 1.392 -3.113 -3.524 0.0691
H -1.811 -2.584 -2.257 0.0202
H -0.546 -1.839 -2.925 0.0527
N -5.193 -2.613 -2.754 0.1642
C -4.626 -2.120 -1.622 -0.6338
N -5.420 -2.390 -0.533 0.1564
O -3.455 -1.760 -1.475 0.0096
H -4.637 -2.809 -3.568 0.1135
H -6.157 -2.877 -2.778 0.0897
H -6.266 -2.901 -0.671 0.0951
H -5.054 -2.147 0.368 0.0941

=====

(3)
3
Properties=species:S:1:pos:R:3:lowdin_charge:R:1 method="wB97M-V/def2-TZVPD" orbital_gap_ev="10.69 / 4.01" spin_multiplicity=2 s_squared=0.822 homo_energy_ev="-12.38 / -9.17" largest_force_ev_per_a=1.6
Al 0.390 0.874 0.301 0.9865
F -2.162 0.780 -1.215 -0.4749
F 1.772 -1.654 0.914 -0.5116